Record 1
A molecular structure, C30H54FN9O6P2SZr in a non-equilibrium geometry, computed with ωB97M-V with the def2-TZVPD basis set.

Values from the calculation:
E_LUMO in eV: -9.96
Spin multiplicity: 1
HOMO level in Eh: -0.644
Charge: +4
Relative energy (zero: lowest compared OMol25 entry of this formula, charge and spin) in eV: 0.000

Geometry (Å):
Zr: -0.1333 0.1831 0.4226
F: -3.2586 -5.9332 -0.5502
C: -3.8464 -4.7319 -0.5156
C: -3.0665 -3.6426 -0.2887
C: -3.6489 -2.3693 -0.1593
C: -2.8544 -1.2148 0.1115
O: -1.5525 -1.3326 0.2747
C: -3.5233 0.0079 0.2490
C: -4.9021 0.0461 0.1705
N: -5.6461 -1.0150 -0.1108
C: -7.1039 -0.8764 -0.1490
C: -7.7049 0.3307 -0.7981
C: -7.8167 -1.0064 -1.4633
C: -5.0516 -2.2610 -0.2676
C: -5.8271 -3.3960 -0.5221
C: -5.2589 -4.6536 -0.6596
N: -6.0574 -5.7654 -0.9115
C: -7.2332 -6.0160 -0.0850
C: -8.3519 -6.6472 -0.8967
N: -7.8453 -7.9086 -1.5373
C: -6.6239 -7.6394 -2.3720
C: -5.5430 -6.9875 -1.5230
C: -2.8116 1.2673 0.6264
O: -3.2167 2.0552 1.4205
O: -1.6177 1.4174 -0.0292
H: -2.0003 -3.7697 -0.1682
H: -5.4325 0.9731 0.3437
H: -7.5676 -1.2679 0.7472
H: -7.0457 1.0511 -1.2631
H: -8.5767 0.7562 -0.3234
H: -7.2069 -1.1632 -2.3434
H: -8.7741 -1.5078 -1.4673
H: -6.8933 -3.2824 -0.6463
H: -7.6038 -5.0926 0.3515
H: -6.9706 -6.6797 0.7515
H: -8.6768 -5.9936 -1.7046
H: -9.2034 -6.8992 -0.2677
H: -8.5782 -8.3280 -2.1149
H: -7.6241 -8.5988 -0.8136
H: -6.9370 -6.9863 -3.1849
H: -6.2759 -8.5857 -2.7815
H: -4.7132 -6.7631 -2.1852
H: -5.1803 -7.6988 -0.7706
C: 2.1375 2.4193 4.7310
N: 1.2858 1.8458 3.6737
C: 0.5707 2.8054 2.8243
P: 1.2192 0.2472 3.4894
O: 0.0560 -0.0437 2.5241
O: 2.5510 -0.3410 2.7752
P: 3.0271 -0.1225 1.2554
O: 1.9173 0.7157 0.6066
N: 4.4218 0.6563 1.2691
C: 5.5191 0.2289 2.1562
C: 4.7993 1.5980 0.2027
N: 3.0942 -1.6104 0.6259
C: 4.2928 -2.1782 -0.0059
C: 1.9763 -2.5453 0.7815
N: 1.1638 -0.6008 4.8446
C: -0.0087 -0.3652 5.7099
C: 2.3019 -1.2508 5.5129
H: 1.5285 2.9466 5.4644
H: 2.8559 3.1149 4.2986
H: 2.6914 1.6304 5.2377
H: 0.4476 3.7287 3.3875
H: -0.4323 2.4518 2.5830
H: 1.1291 3.0392 1.9146
H: 5.1543 -0.4647 2.9112
H: 5.9304 1.1051 2.6555
H: 6.3129 -0.2549 1.5861
H: 3.9233 1.8839 -0.3748
H: 5.5439 1.1507 -0.4581
H: 5.2277 2.4907 0.6562
H: 5.0517 -1.4112 -0.1338
H: 4.0331 -2.5764 -0.9869
H: 4.7015 -2.9842 0.6045
H: 1.1962 -2.1364 1.4373
H: 2.3340 -3.4372 1.3000
H: 1.5563 -2.8283 -0.1843
H: -0.8047 0.1301 5.1551
H: 0.2603 0.2502 6.5691
H: -0.3815 -1.3251 6.0635
H: 3.1228 -1.4021 4.8201
H: 1.9796 -2.2204 5.8891
H: 2.6447 -0.6487 6.3556
C: 4.1574 0.1436 -4.5349
C: 3.0197 -0.2565 -3.6145
N: 2.1921 0.9281 -3.3139
C: 1.0672 0.9297 -2.6346
S: 0.3884 -0.5679 -2.0404
N: 0.4237 2.0735 -2.3801
C: 0.8411 3.3984 -2.8752
C: 0.4918 3.6332 -4.3389
H: 4.7717 -0.7262 -4.7581
H: 4.7985 0.8966 -4.0735
H: 3.7805 0.5310 -5.4820
H: 3.3958 -0.6620 -2.6733
H: 2.3901 -1.0136 -4.0799
H: 2.4964 1.7952 -3.7369
H: -0.5408 1.9789 -2.0970
H: 1.9115 3.5085 -2.6884
H: 0.3438 4.1309 -2.2424
H: 0.9818 2.9219 -5.0051
H: 0.8045 4.6346 -4.6313
H: -0.5834 3.5592 -4.4982

Results of the Mulliken charge analysis, in e, for atoms 1 through 2: atom 1 (Zr): 1.55, atom 2 (F): -0.32


Record 2
A molecular structure, C30H54FeP2 in a non-equilibrium geometry, computed with ωB97M-V with the def2-TZVPD basis set.

Values from the calculation:
E_LUMO (alpha / beta) in eV: -3.04 / -3.06
Spin multiplicity: 6
HOMO level (alpha / beta) in Eh: -0.306 / -0.372
Charge: +1

Geometry (Å):
Fe: 0.4675 -1.6688 -0.4519
C: -1.2791 0.1759 -1.9439
C: -0.3265 1.1847 -1.9556
C: 0.7822 -0.7858 -2.4216
C: -0.6628 -1.0891 -2.2475
C: 0.9339 0.6339 -2.1458
C: -2.6853 0.4701 -1.6977
H: -2.7075 1.3530 -1.0461
H: -3.2924 -0.3104 -1.2222
H: -3.1450 0.7672 -2.6479
C: -1.2901 -2.4438 -2.0535
H: -2.3603 -2.3078 -1.9221
H: -0.9167 -2.8578 -1.0737
H: -1.2263 -3.2996 -2.7613
C: 1.9062 -1.7723 -2.3679
H: 2.2721 -2.4628 -3.1540
H: 1.7702 -2.4467 -1.4872
H: 2.7535 -1.1048 -2.1656
C: 2.1867 1.3802 -2.1600
H: 1.8874 2.4236 -2.2374
H: 2.8726 1.1499 -2.9907
H: 2.7015 1.3043 -1.1951
C: -0.6457 2.6857 -1.7100
H: -1.1559 3.2097 -2.6211
H: 0.2980 3.1193 -2.0792
H: -1.7440 2.6585 -2.1171
C: -1.1313 -0.8612 2.2134
C: -1.7910 0.2475 2.0210
C: -1.2991 1.6720 2.1449
C: 0.1781 1.9766 2.5022
C: 1.2918 1.6305 1.6292
C: 1.9851 0.5574 1.6499
C: 1.6946 -0.7066 2.4525
C: 0.2158 -1.0483 2.9474
H: -1.8865 2.0838 3.0261
H: 0.4363 1.5439 3.4777
H: -1.5400 2.2544 1.2181
H: 0.0116 -0.4646 3.8688
H: -1.6157 -1.8322 1.9727
H: -2.7141 0.1734 1.3563
H: 0.2523 -2.1324 3.1958
H: 2.1695 -1.6425 2.0536
H: 2.8132 0.3765 0.9230
H: 2.2116 -0.4234 3.3840
H: 0.1922 3.0649 2.5414
H: 1.3747 2.3435 0.7252
P: -2.7595 -3.8016 -0.1726
C: -3.6990 -4.5979 -1.5086
H: -4.3161 -5.2672 -0.9124
H: -3.0581 -5.1883 -2.1593
H: -4.3382 -3.9443 -2.1040
C: -2.2768 -5.4633 0.3226
H: -3.2642 -5.8913 0.5059
H: -1.6449 -5.4864 1.2188
H: -1.8028 -5.9866 -0.5098
C: -4.2241 -3.6230 0.8926
H: -4.6337 -4.6555 0.8367
H: -4.9436 -2.9017 0.4890
H: -3.9511 -3.3422 1.9217
P: 3.9868 -2.4330 -0.6811
C: 5.4123 -1.7393 -1.5902
H: 6.1866 -2.4482 -1.2845
H: 5.6784 -0.7113 -1.2961
H: 5.2802 -1.7934 -2.6751
C: 4.8576 -2.9839 0.7957
H: 5.7703 -3.3917 0.3270
H: 4.2746 -3.7620 1.2968
H: 5.0720 -2.1413 1.4670
C: 4.2263 -3.9623 -1.6213
H: 5.2568 -4.1683 -1.3510
H: 4.1486 -3.8144 -2.6963
H: 3.5785 -4.7735 -1.2955
C: -2.0100 5.4968 2.4141
C: -1.2484 5.7437 1.1088
C: -2.0435 6.7842 0.3134
C: 0.0946 6.3890 1.4386
C: -1.0283 4.4437 0.3006
C: -0.7876 3.4429 -0.3805
H: -2.1275 6.4257 2.9949
H: -1.4860 4.7889 3.0584
H: -3.0118 5.1036 2.2273
H: -2.2026 7.7094 0.8932
H: -1.5078 7.0731 -0.5928
H: -3.0290 6.4172 0.0258
H: 0.7234 5.7163 2.0220
H: 0.6263 6.6397 0.5203
H: -0.0217 7.3181 2.0129

Results of the Mulliken charge analysis, in e, for atoms 1 through 2: atom 1 (Fe): -0.16, atom 2 (C): 1.34


Record 3
A molecular structure, C30H55AsAuBN6 in a non-equilibrium geometry, computed with ωB97M-V with the def2-TZVPD basis set.

Values from the calculation:
E_LUMO (alpha / beta) in eV: -9.24 / -9.20
Spin multiplicity: 1
HOMO level (alpha / beta) in Eh: -0.526 / -0.526
Charge: +2

Geometry (Å):
Au: 0.0406 -1.3494 1.2325
C: 5.2684 -1.3043 1.1105
C: 3.7740 -1.6399 1.1304
C: 3.1472 -1.2475 2.4685
C: 3.0557 -0.9950 -0.0165
C: 3.5806 -0.5378 -1.2207
C: 2.5257 0.0504 -1.9245
C: 2.8013 0.6955 -3.2435
C: 1.7232 0.6208 -4.3106
C: 3.2857 2.1364 -3.0353
N: 1.4084 -0.0688 -1.1674
N: 1.7625 -0.6870 -0.0266
B: 0.0351 0.7131 -1.2222
N: -0.0241 1.5161 0.1098
N: 0.0082 0.8248 1.2714
C: 0.1420 1.6644 2.2981
C: 0.1767 2.9549 1.7806
C: 0.0512 2.8358 0.3881
C: -0.0290 4.0750 -0.4519
C: -1.1650 4.9597 0.0973
C: -0.1948 3.9588 -1.9583
C: 0.2306 1.2308 3.7282
C: -1.0524 0.5204 4.1688
C: 0.5033 2.4306 4.6366
N: -1.2715 -0.1464 -1.2821
N: -1.6428 -0.8621 -0.1950
C: -2.8943 -1.2862 -0.3153
C: -3.3684 -0.8227 -1.5394
C: -2.3370 -0.0779 -2.1185
C: -2.6865 0.6765 -3.3679
C: -3.6319 1.8266 -2.9819
C: -1.6262 1.1734 -4.3325
C: -3.7580 -1.9522 0.7080
C: -4.8516 -0.9559 1.1263
C: -3.0070 -2.4408 1.9374
H: 5.7487 -1.7281 1.9882
H: 5.4350 -0.2311 1.1070
H: 5.7449 -1.7351 0.2330
H: 3.6976 -2.7250 1.0151
H: 3.2112 -0.1707 2.6142
H: 3.6731 -1.7346 3.2854
H: 2.0925 -1.5515 2.5130
H: 4.5994 -0.5963 -1.5386
H: 3.6679 0.1313 -3.6132
H: 1.0457 1.4640 -4.2437
H: 1.1638 -0.3065 -4.2377
H: 2.1869 0.6635 -5.2920
H: 2.5005 2.7406 -2.5864
H: 3.5513 2.5713 -3.9947
H: 4.1562 2.1750 -2.3854
H: 0.0587 1.4124 -2.1479
H: 0.2999 3.8682 2.3240
H: 0.9127 4.6148 -0.2637
H: -2.1218 4.4645 -0.0461
H: -1.1773 5.9030 -0.4398
H: -1.0503 5.1798 1.1533
H: -1.1299 3.4613 -2.2039
H: 0.6311 3.4276 -2.4189
H: -0.2229 4.9599 -2.3824
H: 1.0581 0.5142 3.8092
H: -1.9149 1.1681 4.0324
H: -0.9883 0.2577 5.2215
H: -1.1962 -0.3959 3.5961
H: -0.3229 3.1368 4.5764
H: 1.4251 2.9369 4.3545
H: 0.5969 2.1108 5.6722
H: -4.3470 -0.9813 -1.9441
H: -3.2990 -0.0419 -3.9348
H: -3.1171 2.5474 -2.3540
H: -4.5010 1.4716 -2.4387
H: -3.9724 2.3323 -3.8794
H: -1.0774 2.0170 -3.9240
H: -2.1224 1.5243 -5.2359
H: -0.9431 0.3805 -4.6103
H: -4.2509 -2.8036 0.2227
H: -4.4123 -0.0710 1.5824
H: -5.5195 -1.4217 1.8461
H: -5.4419 -0.6462 0.2694
H: -2.5006 -1.6076 2.4230
H: -2.2828 -3.2100 1.6668
H: -3.7128 -2.8699 2.6419
C: 1.9317 -4.5859 0.7575
As: 0.2277 -3.7801 1.1954
C: -0.1677 -4.7485 2.8345
C: -0.8354 -4.5810 -0.2266
H: 1.7543 -5.6490 0.5603
H: 2.6357 -4.5047 1.5865
H: 2.3522 -4.1358 -0.1437
H: -0.2540 -5.8101 2.5893
H: -1.0768 -4.4190 3.3323
H: 0.6773 -4.6190 3.5148
H: -1.0137 -5.6302 0.0299
H: -0.2557 -4.5446 -1.1524
H: -1.7903 -4.0861 -0.3956

Results of the Mulliken charge analysis, in e, for atoms 1 through 2: atom 1 (Au): 0.56, atom 2 (C): -1.80


Record 4
A molecular structure, C30H55BO2P2Sn in a non-equilibrium geometry, computed with ωB97M-V with the def2-TZVPD basis set.

Values from the calculation:
E_LUMO (alpha / beta) in eV: -6.87 / -6.82
Spin multiplicity: 1
HOMO level (alpha / beta) in Eh: -0.403 / -0.400
Charge: +2
Relative energy (zero: lowest compared OMol25 entry of this formula, charge and spin) in eV: 6.080

Geometry (Å):
Sn: 0.5278 0.2103 -2.9012
C: -0.6141 -2.6109 1.2655
C: 0.7644 -2.8312 0.9581
C: 0.6412 -1.0907 2.4355
C: -0.6898 -1.5464 2.1880
C: 1.5327 -1.8583 1.6402
C: -1.7815 -3.3086 0.6846
H: -1.4751 -4.0363 -0.0771
H: -2.4689 -2.5903 0.2087
H: -2.3441 -3.8387 1.4673
C: -1.8936 -1.0430 2.8816
H: -2.7672 -1.6579 2.6246
H: -2.1376 -0.0014 2.6089
H: -1.7541 -1.0700 3.9786
C: 0.9895 0.0123 3.3508
H: 0.5316 -0.1455 4.3466
H: 0.6320 0.9891 2.9690
H: 2.0815 0.0862 3.4705
C: 2.9911 -1.6427 1.5470
H: 3.5176 -2.0168 2.4334
H: 3.2093 -0.5741 1.4519
H: 3.3944 -2.1492 0.6673
C: 1.2992 -3.8447 0.0278
H: 1.7418 -4.6966 0.5574
H: 2.0833 -3.4253 -0.6075
H: 0.5234 -4.2403 -0.6284
C: -1.6582 1.2140 -6.4357
C: -2.1035 -0.0228 -6.1616
C: -1.3901 -1.2963 -6.5239
C: 0.1414 -1.2613 -6.3386
C: 0.6853 -0.3920 -5.2074
C: 1.0905 0.9290 -5.3737
C: 0.8030 1.8383 -6.5235
C: -0.4824 1.5321 -7.3110
H: -1.5608 -1.5675 -7.5798
H: 0.6748 -1.0747 -7.2847
H: -1.7702 -2.1045 -5.8632
H: -0.3051 0.7763 -8.1018
H: -2.2928 2.0763 -6.1947
H: -3.1809 -0.1259 -5.9270
H: -0.7147 2.4569 -7.8493
H: 0.7463 2.9005 -6.1741
H: 1.9674 1.3485 -4.8837
H: 1.6858 1.7748 -7.2010
H: 0.4462 -2.2719 -6.0026
H: 1.1457 -1.1577 -4.4705
P: -2.0691 1.6699 -2.3363
P: 1.8435 2.5474 -2.4994
C: -0.9993 2.6300 -3.5914
C: 0.3134 3.4112 -3.2380
H: -1.7036 3.3769 -3.9970
H: -0.8074 1.8798 -4.3892
H: 0.6891 3.8944 -4.1494
H: 0.0914 4.2025 -2.5051
C: 2.4558 3.6874 -1.2283
H: 3.1245 3.1060 -0.5717
H: 1.6431 4.1064 -0.6243
H: 3.0607 4.5193 -1.6408
C: 3.5148 2.3047 -3.3402
H: 3.8771 3.1530 -3.9600
H: 3.5166 1.3622 -3.9208
H: 4.1956 2.1373 -2.4742
C: -3.7942 2.2866 -2.8271
H: -4.5020 1.4506 -2.6939
H: -3.7612 2.5823 -3.8828
H: -4.1210 3.1277 -2.2007
C: -2.3105 0.0135 -3.1823
H: -2.4888 -0.6996 -2.3868
H: -1.5329 -0.3898 -3.8722
H: -3.1929 0.0750 -3.8298
C: -2.7032 4.4200 0.1119
C: -1.2420 4.1076 0.4666
C: -0.4461 5.3949 0.3940
O: -0.6731 3.3498 -0.6410
B: -1.0092 1.9727 -0.3588
O: -0.9172 1.8104 1.0299
C: -1.0378 3.1215 1.6882
C: 0.2008 3.4917 2.5000
C: -2.2142 2.9929 2.6368
H: -3.3174 3.5115 0.2217
H: -2.7214 4.7861 -0.9318
H: -3.1192 5.2008 0.7764
H: -0.5066 5.8031 -0.6366
H: -0.9211 6.0926 1.0982
H: 0.6187 5.2223 0.6384
H: 0.0870 4.5409 2.8325
H: 0.2631 2.8729 3.4084
H: 1.1449 3.4139 1.9343
H: -3.1394 2.7221 2.1047
H: -1.9719 2.1951 3.3564
H: -2.3253 3.9627 3.1251

Results of the Mulliken charge analysis, in e, for atoms 1 through 2: atom 1 (Sn): 0.08, atom 2 (C): 0.42


What is the charge in the second record? +1


spin multiplicity of number 2 (C30H54FeP2)? 6


Among the records above, which one has the lowest charge? C30H54FeP2


Among the records above, which one has the lowest charge? C30H54FeP2